# 1
{
  "formula": "C6H16BrMn2O2",
  "method": "the ωB97M-V functional and the def2-TZVPD basis",
  "symbols": ["Mn", "Mn", "Br", "C", "C", "C", "O", "H", "H", "H", "H", "H", "H", "H", "H", "C", "C", "C", "O", "H", "H", "H", "H", "H", "H", "H", "H"],
  "positions_angstrom": [[19.50030, 1.56055, 10.47451], [16.71132, -0.91233, 7.40090], [18.31234, 1.37267, 7.85428], [17.44484, 5.05051, 3.97368], [17.26792, 4.04820, 5.09491], [16.73378, 2.66596, 4.67055], [18.46716, 3.85859, 5.76803], [16.46384, 5.44579, 3.71007], [17.81575, 4.53385, 3.08847], [18.13060, 5.88049, 4.14387], [16.60282, 4.51307, 5.82268], [16.43679, 2.12435, 5.56863], [17.52209, 2.17004, 4.10421], [15.88402, 2.72273, 3.99027], [18.29923, 3.12462, 6.36360], [13.90381, 2.03402, 7.72149], [14.60743, 1.13947, 8.67156], [13.73833, 0.77776, 9.84176], [14.84752, -0.00832, 8.03358], [14.45201, 2.28134, 6.81243], [13.78306, 2.98753, 8.23564], [12.87206, 1.71697, 7.56957], [15.56339, 1.58930, 8.93967], [12.73701, 0.54381, 9.48021], [13.61493, 1.63749, 10.50035], [14.18418, -0.06878, 10.36394], [13.94991, -0.34640, 8.07348]],
  "atomic_forces_ev_per_a": [[0.017, 0.091, -0.361], [-0.529, 1.709, 0.622], [-0.489, -1.565, 0.573], [-0.472, 0.033, -0.268], [1.584, 0.638, -2.001], [-0.286, -0.185, -0.014], [-0.430, 0.808, -0.317], [0.041, 0.091, -0.035], [0.093, -0.232, -0.133], [-0.073, -0.123, 0.447], [-0.792, 0.241, 0.834], [0.016, -0.290, -0.136], [0.090, -0.100, 0.232], [-0.103, 0.435, 0.215], [0.356, -0.824, 0.708], [-0.607, 1.926, 0.419], [-0.137, 4.487, 2.078], [0.163, 0.727, 0.648], [2.395, -5.345, -2.863], [-0.136, -0.431, -0.149], [-0.073, 0.234, -0.011], [0.099, -0.232, -0.558], [0.034, -0.049, 0.336], [-0.136, -0.293, 0.027], [0.019, -0.191, 0.199], [-0.230, 0.085, 0.314], [-0.416, -1.644, -0.804]],
  "charge": 3,
  "orbital_gap_ha": [0.27381, 0.09082],
  "s_squared": 30.0175,
  "homo_energy_ev": [-20.469, -16.818],
  "multiplicity": 11
}



# 2
{
  "formula": "C2H8Si2",
  "method": "the ωB97M-V functional and the def2-TZVPD basis",
  "symbols": ["Si", "C", "C", "Si", "H", "H", "H", "H", "H", "H", "H", "H"],
  "positions_angstrom": [[-2.26913, -0.19259, 0.58756], [-0.59889, 0.29294, -0.16053], [0.59835, -0.03641, 0.35817], [2.18907, 0.17487, -0.56917], [-1.81072, -1.57606, 0.59344], [-3.56503, 0.04853, -0.25515], [-2.54689, 0.49484, 1.99882], [-0.62804, 0.88765, -1.11678], [0.66775, -0.83862, 1.10410], [3.11455, -0.99791, -0.54454], [2.85126, 1.47021, -0.03242], [1.99773, 0.27254, -1.96351]],
  "atomic_forces_ev_per_a": [[-0.374, 0.865, 0.597], [-0.028, 1.508, -0.779], [-0.540, -1.439, -0.931], [1.073, 1.015, 1.209], [-0.828, -0.784, 0.594], [1.307, -0.218, 0.542], [0.381, -0.871, -1.438], [0.268, -0.346, 0.998], [-0.393, 0.644, 0.491], [-0.174, 0.175, 0.571], [-0.199, -1.010, -0.440], [-0.493, 0.460, -1.415]],
  "smiles": "[SiH3]/C=C/[SiH3]",
  "charge": 0,
  "orbital_gap_ha": 0.38953,
  "homo_energy_ev": -10.004
}



# 3
{
  "formula": "C9H15OP",
  "method": "the ωB97M-V functional and the def2-TZVPD basis",
  "symbols": ["C", "C", "C", "C", "C", "C", "C", "C", "C", "O", "P", "H", "H", "H", "H", "H", "H", "H", "H", "H", "H", "H", "H", "H", "H", "H"],
  "positions_angstrom": [[-1.65558, 1.69297, -2.28286], [-0.86622, 1.42014, -1.42168], [-1.06099, -1.06172, 0.03063], [1.26935, -0.22899, -1.29469], [-0.49135, 0.18911, 0.69414], [0.07646, 1.07829, -0.40324], [-1.54934, 0.89463, 1.54382], [0.96553, 2.21935, 0.02748], [1.07753, -3.01079, -0.40688], [-0.44674, -2.04788, -2.50805], [0.15358, -1.65180, -1.22753], [-2.35319, 1.92698, -3.03168], [-1.29589, -1.85164, 0.74620], [-1.97116, -0.81703, -0.52289], [1.46377, 0.14716, -2.28752], [2.13937, -0.25701, -0.65230], [0.33564, -0.09850, 1.35099], [-2.48935, 0.96564, 1.00030], [-1.22705, 1.89534, 1.82109], [-1.71487, 0.33229, 2.46183], [0.35942, 3.05011, 0.39190], [1.54845, 2.58549, -0.81395], [1.64072, 1.90459, 0.82251], [0.39590, -3.84051, -0.22686], [1.85270, -3.34648, -1.09259], [1.52621, -2.68161, 0.52576]],
  "atomic_forces_ev_per_a": [[0.344, -0.093, 0.448], [-0.449, 0.279, -0.422], [0.399, -0.211, -0.215], [-2.451, 2.036, 1.686], [-0.401, -0.017, 0.129], [2.771, -2.448, -1.331], [0.192, -0.085, 0.016], [-0.148, 0.137, 0.089], [-0.291, 0.442, -0.408], [-0.294, -0.236, -0.740], [0.350, -0.209, 1.006], [-0.347, 0.106, -0.413], [-0.007, 0.030, 0.008], [0.038, -0.028, 0.009], [0.027, 0.007, -0.175], [0.158, -0.053, 0.077], [0.114, 0.069, -0.077], [-0.057, 0.076, -0.027], [-0.005, 0.123, 0.073], [-0.123, -0.014, 0.020], [0.007, 0.062, 0.077], [0.032, 0.033, -0.020], [0.036, -0.022, 0.003], [-0.042, 0.008, 0.037], [0.094, -0.015, -0.001], [0.054, 0.023, 0.152]],
  "charge": 0,
  "orbital_gap_ha": 0.36192,
  "homo_energy_ev": -9.103
}



# 4
{
  "formula": "C4H6N2O3S",
  "method": "the ωB97M-V functional and the def2-TZVPD basis",
  "symbols": ["C", "C", "C", "C", "N", "N", "O", "O", "O", "S", "H", "H", "H", "H", "H", "H"],
  "positions_angstrom": [[0.53565, 1.49021, -0.02041], [-1.10294, -1.58082, 0.18849], [1.74218, 2.42846, -0.03214], [-0.23808, -2.84563, 0.08554], [0.81152, 0.27312, -0.14084], [-0.63309, -0.36676, -0.03549], [-2.27711, -1.52651, 0.54461], [-2.59946, 1.05666, -1.03417], [-0.60515, 2.00498, 0.25669], [-1.94739, 0.77958, 0.19683], [2.51033, 1.65875, 0.16885], [1.87838, 3.23511, 0.70579], [2.00429, 2.83690, -1.09420], [-0.89610, -3.68236, 0.00912], [0.37535, -2.90439, 0.94714], [0.44161, -2.85730, -0.74582]],
  "atomic_forces_ev_per_a": [[2.527, 2.853, 0.667], [0.479, -1.362, 0.588], [1.533, -0.746, -1.821], [-0.956, 1.286, -0.424], [-3.126, -3.724, -0.409], [2.890, 3.780, -0.790], [-0.867, -1.545, -0.232], [-0.365, -0.130, -0.832], [-2.624, -0.108, 0.045], [1.767, 0.345, 1.020], [0.276, 0.803, -0.118], [-0.857, -0.463, -0.236], [-0.850, -0.667, 1.874], [-0.409, -0.559, 0.153], [0.450, -0.139, 1.085], [0.133, 0.378, -0.571]],
  "charge": 0,
  "orbital_gap_ha": 0.39094,
  "homo_energy_ev": -9.915
}



# 5
{
  "formula": "C41H64ClN16O3",
  "method": "the ωB97M-V functional and the def2-TZVPD basis",
  "symbols": ["C", "C", "C", "C", "N", "C", "C", "C", "O", "N", "C", "C", "C", "Cl", "O", "C", "C", "O", "C", "H", "H", "H", "H", "H", "H", "H", "H", "H", "H", "H", "H", "H", "H", "H", "H", "H", "H", "H", "H", "H", "H", "C", "C", "N", "H", "H", "H", "C", "C", "N", "H", "H", "H", "C", "C", "N", "H", "H", "H", "C", "C", "N", "H", "H", "H", "C", "C", "N", "H", "H", "H", "C", "C", "N", "H", "H", "H", "C", "C", "N", "H", "H", "H", "C", "C", "N", "H", "H", "H", "C", "C", "N", "H", "H", "H", "C", "C", "N", "H", "H", "H", "C", "C", "N", "H", "H", "H", "C", "C", "N", "H", "H", "H", "C", "C", "N", "H", "H", "H", "C", "C", "N", "H", "H", "H"],
  "positions_angstrom": [[-1.84068, -2.63036, 2.60610], [-0.63082, -2.81385, 2.36770], [0.86787, -2.54013, 1.93553], [1.09811, -2.72020, 0.33980], [2.61368, -2.81417, 0.18103], [3.05109, -2.81921, -1.24578], [4.65001, -2.85062, -1.43007], [5.43351, -1.91210, -0.42433], [5.51090, -2.18204, 0.78867], [6.08787, -0.69409, -0.90534], [7.58603, -0.87199, -0.82864], [5.77949, 0.50121, -0.05842], [2.37564, -1.68094, -2.14837], [3.16061, -0.04037, -2.00917], [0.96278, -1.67257, -1.92045], [0.65821, -1.44718, -0.51357], [-0.88203, -1.09183, -0.43140], [-0.97845, -0.01024, 0.54422], [-2.24914, 0.66688, 0.40290], [-2.90431, -2.39797, 2.91500], [1.27880, -1.55622, 2.32265], [1.49415, -3.38083, 2.40834], [0.59989, -3.68557, -0.00794], [3.00624, -2.05372, 0.76043], [2.86747, -3.71575, 0.63598], [2.67942, -3.81083, -1.68712], [4.97731, -3.92582, -1.23740], [4.93833, -2.50913, -2.48351], [7.88978, -1.04014, 0.25667], [7.84789, -1.76937, -1.48737], [8.03326, 0.08736, -1.25519], [5.00629, 0.32534, 0.75041], [6.71463, 1.00947, 0.36415], [5.32220, 1.28510, -0.76433], [2.52055, -2.02201, -3.23149], [1.22360, -0.54987, -0.07629], [-1.55406, -1.94809, -0.11628], [-1.18469, -0.62464, -1.43498], [-2.75023, 0.72027, 1.43254], [-2.13262, 1.74644, 0.05538], [-2.94234, 0.11705, -0.32798], [-2.51933, 1.08962, 4.56286], [-3.93853, 1.47052, 4.83486], [-5.07886, 1.76326, 5.05532], [-1.85588, 1.92225, 4.80251], [-2.24210, 0.22905, 5.17472], [-2.39799, 0.83042, 3.50815], [-2.29765, 4.96313, -0.50393], [-2.34344, 4.47139, 0.90366], [-2.38134, 4.09532, 2.01069], [-2.30956, 4.11766, -1.19342], [-3.16100, 5.59828, -0.70582], [-1.38563, 5.53971, -0.66515], [10.03427, -0.24765, -4.52905], [10.22346, 0.02958, -3.07533], [10.37258, 0.24591, -1.94355], [10.97750, -0.57296, -4.96985], [9.28916, -1.03166, -4.66426], [9.69664, 0.65503, -5.03684], [-3.11312, -3.72220, 6.29382], [-1.92434, -2.96182, 5.80859], [-0.99940, -2.37003, 5.43096], [-3.97889, -3.49467, 5.67052], [-2.91232, -4.79311, 6.24769], [-3.33434, -3.44521, 7.32500], [1.42621, -7.49313, -0.91080], [2.62645, -6.74699, -1.38944], [3.56320, -6.16648, -1.76202], [0.56855, -7.26118, -1.54311], [1.61581, -8.56506, -0.94988], [1.19838, -7.20894, 0.11775], [5.35602, -0.71443, -5.20674], [6.55989, 0.02683, -5.68321], [7.49655, 0.60340, -6.05384], [4.50043, -0.47823, -5.84079], [5.54224, -1.78895, -5.24602], [5.12658, -0.43013, -4.17797], [-3.98817, 3.24097, -3.78627], [-4.25621, 4.63657, -3.33458], [-4.47415, 5.73643, -2.98577], [-4.89380, 2.81028, -4.21360], [-3.20145, 3.23774, -4.54206], [-3.67145, 2.63249, -2.93890], [-7.20026, 3.16949, -0.87047], [-6.34428, 2.08887, -1.44292], [-5.67737, 1.24745, -1.88823], [-6.59106, 3.84529, -0.26851], [-7.67027, 3.73552, -1.67540], [-7.97657, 2.73297, -0.24110], [3.04427, -10.73190, -3.20622], [1.63103, -10.33028, -2.94356], [0.53046, -10.01905, -2.73879], [3.71532, -9.90608, -2.96599], [3.30509, -11.59375, -2.59106], [3.16527, -10.99484, -4.25754], [-8.04922, -0.44056, 2.76554], [-6.96937, 0.20899, 3.56958], [-6.12154, 0.72237, 4.19723], [-7.91542, -0.20834, 1.70794], [-8.01160, -1.52194, 2.90025], [-9.02436, -0.07488, 3.08999], [-3.07266, 9.04611, -0.16916], [-1.69725, 8.52073, 0.06920], [-0.63011, 8.10097, 0.25360], [-3.79178, 8.47533, 0.41703], [-3.12604, 10.09555, 0.12388], [-3.32639, 8.95814, -1.22624], [-6.50986, 9.13010, 2.43851], [-6.23427, 8.19649, 1.30758], [-6.02039, 7.46874, 0.42765], [-6.49454, 10.16045, 2.08173], [-7.49034, 8.91615, 2.86569], [-5.75048, 9.01019, 3.21234], [-8.12376, 6.81269, 5.48787], [-8.42079, 8.20720, 5.93090], [-8.65145, 9.29162, 6.27520], [-9.01986, 6.36061, 5.06133], [-7.33592, 6.82238, 4.73364], [-7.79419, 6.21569, 6.33873], [7.39452, -5.79989, -2.00145], [8.17465, -4.84009, -2.83663], [8.77914, -4.09268, -3.48812], [7.82159, -5.85359, -0.99918], [6.35775, -5.47030, -1.92917], [7.42110, -6.79221, -2.45262]],
  "atomic_forces_ev_per_a": [[2.519, -0.236, -0.355], [-1.619, 2.046, -0.449], [-0.966, -1.837, 0.044], [-1.337, 1.032, 0.715], [-0.844, -0.682, 0.390], [1.218, -0.147, -2.171], [0.321, 0.244, 0.285], [0.724, 0.539, 2.303], [-1.141, -0.115, -2.687], [0.009, -0.616, 0.616], [0.031, -0.354, -0.704], [-0.832, 1.688, -0.435], [-0.597, -1.485, -0.368], [-0.656, -0.982, 0.198], [1.640, 0.515, 1.017], [-0.623, -0.326, 0.683], [0.410, 1.282, 0.039], [-0.683, -0.716, -1.095], [-1.124, 0.371, 0.477], [2.003, -0.660, -0.620], [-0.873, -1.011, -0.493], [-0.797, 1.217, -0.456], [0.843, 1.307, 0.273], [0.359, -0.283, -0.435], [0.390, 0.781, -0.363], [0.376, 1.450, 0.714], [-0.353, 1.477, -0.314], [-0.639, -0.684, 1.401], [-0.132, 0.177, -1.417], [0.034, 1.273, 0.931], [-0.417, -1.627, 0.679], [1.125, 0.021, -0.808], [-1.328, -1.105, -0.362], [0.613, -1.009, 1.048], [-0.188, 0.613, 1.598], [-0.703, -1.023, -0.829], [0.859, 0.833, -0.557], [0.462, -1.166, 1.159], [0.651, -0.152, -1.528], [0.148, -1.443, 0.339], [0.933, 0.780, 1.085], [-1.081, 0.155, -0.058], [-1.421, 1.706, 1.460], [8.030, 3.502, 2.733], [-0.043, -0.080, -0.070], [-0.045, 0.026, -0.058], [0.137, -0.050, 0.094], [0.035, -0.200, 0.791], [-0.028, -0.419, 1.499], [0.071, 0.711, -2.462], [-0.036, 0.026, 0.093], [0.044, -0.080, 0.035], [-0.064, -0.022, 0.106], [0.250, 0.184, 0.796], [0.191, 0.088, 0.596], [-0.226, -0.297, -1.658], [-0.041, 0.004, 0.131], [0.083, 0.063, 0.071], [0.013, -0.100, 0.100], [0.638, 0.395, -0.268], [0.562, 0.346, -0.053], [-1.333, -0.844, 0.741], [0.084, 0.021, 0.044], [0.035, 0.104, -0.013], [0.053, 0.021, -0.099], [0.621, 0.469, -0.151], [0.524, 0.303, -0.201], [-1.407, -0.698, 0.648], [0.122, -0.089, -0.028], [-0.042, 0.138, -0.038], [0.096, 0.015, -0.064], [0.603, 0.370, -0.222], [0.490, 0.319, -0.202], [-1.515, -0.818, 0.490], [0.109, 0.020, 0.010], [0.075, 0.088, -0.060], [0.104, 0.061, -0.063], [-0.015, 0.750, 0.154], [-0.439, 1.943, 0.510], [0.589, -2.905, -0.873], [0.068, 0.037, 0.100], [-0.068, 0.116, 0.049], [-0.113, 0.046, -0.059], [0.458, -0.533, -0.283], [0.363, -0.504, -0.216], [-0.963, 1.243, 0.722], [-0.002, -0.059, -0.084], [0.086, -0.064, 0.035], [0.088, -0.024, -0.073], [-0.738, 0.178, 0.133], [-0.659, 0.081, 0.029], [1.683, -0.401, -0.268], [-0.088, -0.035, -0.021], [-0.081, 0.069, -0.040], [-0.067, 0.037, 0.085], [0.492, 0.473, 0.403], [0.488, 0.557, 0.391], [-6.681, -6.377, -5.005], [0.025, -0.011, 0.092], [0.031, 0.102, 0.023], [0.090, -0.022, -0.003], [0.780, -0.226, 0.152], [0.608, -0.211, 0.091], [-1.552, 0.540, -0.292], [0.129, -0.009, -0.114], [0.094, -0.076, -0.021], [0.036, -0.050, 0.089], [0.157, -0.489, -0.580], [0.019, -0.443, -0.470], [-0.333, 0.995, 1.328], [-0.012, -0.106, -0.006], [0.066, 0.020, -0.070], [-0.036, -0.022, -0.089], [-0.178, 0.744, 0.256], [-0.125, 0.560, 0.190], [0.352, -1.533, -0.552], [0.051, 0.082, 0.053], [-0.044, 0.012, 0.085], [-0.017, 0.086, -0.061], [0.463, 0.515, -0.400], [0.345, 0.410, -0.361], [-0.965, -0.987, 0.945], [0.026, 0.042, -0.105], [0.071, -0.082, -0.080], [0.015, 0.112, -0.005]],
  "charge": 1,
  "orbital_gap_ha": 0.21254,
  "homo_energy_ev": -8.507
}



# 6
{
  "formula": "C6H8S",
  "method": "the ωB97M-V functional and the def2-TZVPD basis",
  "symbols": ["C", "C", "C", "C", "C", "C", "S", "H", "H", "H", "H", "H", "H", "H", "H"],
  "positions_angstrom": [[-0.37886, 0.14594, -0.09853], [-1.47351, -0.31551, -0.70891], [-0.51387, -0.88228, 1.01584], [0.61528, 1.21321, -0.26252], [-1.70786, -1.51468, 0.23070], [1.00328, 1.61854, -1.65998], [-0.09179, 2.81774, -2.40575], [0.42884, -1.40541, 1.11331], [-0.58336, -0.56110, 2.01597], [0.46745, 2.22488, 0.33169], [1.45819, 0.89363, 0.19851], [-2.60681, -1.43672, 0.78643], [-1.48731, -2.55093, -0.29850], [2.06121, 1.94073, -1.51149], [1.10815, 0.73108, -2.16444]],
  "atomic_forces_ev_per_a": [[-1.384, 0.947, -0.031], [0.881, -0.551, 0.687], [1.253, -0.430, -1.503], [-1.914, 3.252, 0.808], [1.387, -1.154, -1.406], [0.663, 1.275, 1.400], [0.380, -0.193, -0.080], [0.197, -1.063, -0.643], [-1.270, 0.943, 1.204], [-0.565, -1.973, -0.864], [2.896, -1.357, 1.386], [-1.038, -0.525, 0.288], [-0.678, 2.077, 1.428], [-0.764, 0.706, -0.643], [-0.042, -1.954, -2.031]],
  "charge": 0,
  "orbital_gap_ha": [0.31542, 0.25476],
  "homo_energy_ev": [-9.073, -8.793]
}